No. 1
Below is 3 unconnected molecules or ions with the total composition C5H16O2 in a non-equilibrium geometry, with properties calculated with ωB97M-V/def2-TZVPD.

The geometry in XYZ format:
```
23
Properties=species:S:1:pos:R:3:lowdin_charge:R:1
C 0.28 0.83 -0.35 -0.149
C -0.38 1.45 0.81 -0.112
C -0.35 0.56 2.11 -0.130
C 0.99 -0.19 2.48 -0.023
C -0.67 0.46 -1.63 0.015
H 1.12 1.43 -0.69 0.136
H 0.51 -0.21 -0.13 0.109
H -1.50 1.50 0.73 0.202
H -0.05 2.48 0.95 0.144
H -0.98 -0.32 1.92 0.126
H -0.70 1.20 2.92 0.126
H 0.73 -1.12 2.98 0.094
H 1.56 -0.38 1.57 0.073
H 1.58 0.51 3.08 0.096
H -0.52 -0.61 -1.74 0.061
H -1.72 0.71 -1.48 0.083
H -0.34 0.99 -2.52 0.096
H 2.46 -1.14 -3.62 0.047
H 1.99 -0.44 -2.28 -0.012
O 2.65 -1.00 -2.69 -0.036
H -1.86 -2.63 -0.18 0.049
H -2.55 -2.16 -1.57 0.049
O -2.25 -1.92 -0.69 -0.045
```

* spin multiplicity: 2
* frontier orbital gap (spin up / spin down): 11.80 / 4.52 eV
* relative energy (zero: lowest compared OMol25 entry of this formula, charge and spin): 92.8 kJ/mol
* total charge: +1

=====

No. 2
Below is 4 unconnected molecules or ions with the total composition C5H16O3 in a non-equilibrium geometry, with properties calculated with ωB97M-V/def2-TZVPD.

The geometry in XYZ format:
```
24
Properties=species:S:1:pos:R:3:lowdin_charge:R:1
C 1.30 1.83 -0.74 -0.096
C 0.57 0.61 -0.24 -0.156
C 0.07 -0.35 -1.03 -0.352
C -0.84 -1.39 -0.36 -0.054
C 0.56 -0.60 -2.41 -0.073
H 1.09 2.69 -0.10 0.067
H 2.36 1.55 -0.66 0.079
H 1.17 2.15 -1.77 0.067
H 0.24 0.62 0.79 0.087
H -0.43 -1.82 0.55 0.057
H -1.11 -2.25 -0.97 0.077
H -1.73 -0.81 -0.12 0.054
H 0.90 -1.62 -2.61 0.082
H 1.38 0.01 -2.78 0.070
H -0.21 -0.52 -3.19 0.083
O 1.37 -0.81 2.51 -0.071
H 1.01 -1.30 1.75 0.020
H 2.15 -1.33 2.81 0.076
O -0.97 -0.12 4.01 -0.066
H -0.38 -0.85 3.89 -0.008
H -0.76 0.45 3.26 0.022
O -2.68 1.11 -0.54 -0.040
H -3.09 0.99 -1.38 0.029
H -1.99 1.78 -0.69 0.048
```

* frontier orbital gap: 9.35 eV
* structure (SMILES): CC=C(C)C.O.O.O
* relative energy (zero: lowest compared OMol25 entry of this formula, charge and spin): 85.9 kJ/mol

=====

No. 3
Below is 4 unconnected molecules or ions with the total composition C5H16O4 in a non-equilibrium geometry, with properties calculated with ωB97M-V/def2-TZVPD.

The geometry in XYZ format:
```
25
Properties=species:S:1:pos:R:3:lowdin_charge:R:1
C -0.13 0.40 -0.42 -0.118
C 1.34 -0.18 -0.66 -0.364
C 2.21 0.58 -1.78 -0.089
C 2.05 -0.19 0.71 -0.147
C 1.57 0.82 1.82 -0.186
O 0.50 0.58 2.36 0.002
H -0.60 -0.22 0.43 0.066
H -0.46 0.58 -1.47 0.083
H -0.28 1.41 0.04 0.063
H 1.38 -1.29 -1.21 0.179
H 3.24 0.09 -1.50 0.095
H 1.75 0.29 -2.74 0.066
H 2.45 1.60 -1.87 0.039
H 3.06 -0.02 0.51 0.068
H 1.96 -1.11 1.22 0.101
H 2.41 1.27 2.46 0.131
O -2.52 1.27 0.39 -0.138
H -3.24 1.41 1.05 0.071
H -2.46 2.12 -0.24 0.139
O -3.44 -0.64 -1.73 -0.091
H -3.53 0.06 -1.16 -0.076
H -3.10 -1.27 -0.93 0.115
O -1.14 -2.65 1.87 -0.113
H -1.38 -1.74 1.80 -0.022
H -1.61 -3.17 1.04 0.126
```

* frontier orbital gap: 9.88 eV
* structure (SMILES): CC(C)CC=O.O.O.O
* relative energy (zero: lowest compared OMol25 entry of this formula, charge and spin): 268.1 kJ/mol

=====

No. 4
Below is 2 unconnected molecules or ions with the total composition C5H17N2 in a non-equilibrium geometry, with properties calculated with ωB97M-V/def2-TZVPD.

The geometry in XYZ format:
```
24
Properties=species:S:1:pos:R:3:lowdin_charge:R:1
C 0.08 2.15 -0.76 -0.030
N -0.76 0.95 -0.98 -0.116
C -0.56 0.29 -2.30 -0.039
H -0.26 2.63 0.17 0.105
H 1.11 1.81 -0.62 0.092
H -0.02 2.90 -1.56 0.106
H -1.74 1.22 -0.91 0.159
H -0.47 0.20 -0.11 0.096
H -0.79 0.98 -3.12 0.103
H -1.24 -0.56 -2.41 0.100
H 0.50 -0.02 -2.36 0.105
C 1.64 -0.48 1.14 -0.057
N 0.20 -0.66 0.85 -0.384
C -0.09 -1.94 0.20 -0.079
C -0.63 -0.41 2.05 -0.054
H 2.17 -0.56 0.15 0.106
H 2.01 -1.26 1.82 0.101
H 1.78 0.52 1.56 0.095
H -1.17 -2.06 -0.01 0.102
H 0.48 -1.99 -0.73 0.088
H 0.16 -2.78 0.87 0.106
H -1.71 -0.50 1.83 0.102
H -0.39 0.62 2.37 0.097
H -0.31 -1.06 2.87 0.097
```

* frontier orbital gap: 10.87 eV
* relative energy (zero: lowest compared OMol25 entry of this formula, charge and spin): 101.1 kJ/mol
* total charge: +1

=====

No. 5
Below is 3 unconnected molecules or ions with the total composition C5H17N2O in a non-equilibrium geometry, with properties calculated with ωB97M-V/def2-TZVPD.

The geometry in XYZ format:
```
25
Properties=species:S:1:pos:R:3:lowdin_charge:R:1
N 1.40 -2.01 0.15 0.083
C -0.03 -1.74 0.12 -0.446
C -0.75 -2.79 -0.70 -0.049
C -0.19 -0.34 -0.48 -0.170
N 0.48 0.60 0.33 0.198
C 0.48 1.90 -0.22 -0.036
C -0.39 1.63 3.39 -0.022
H 0.23 1.12 4.11 0.031
H 1.91 -1.16 0.42 0.076
H 1.66 -2.79 0.74 0.102
H -0.47 -1.68 1.13 0.146
H -0.68 -3.78 -0.26 0.088
H -1.82 -2.56 -0.80 0.087
H -0.35 -2.83 -1.71 0.091
H 0.27 -0.35 -1.50 0.183
H -1.24 -0.09 -0.64 0.185
H 0.90 2.61 0.49 0.102
H 1.04 1.90 -1.17 0.142
H -0.53 2.26 -0.50 0.144
H -0.20 1.24 2.39 -0.030
H -0.20 2.70 3.41 0.029
H -1.45 1.53 3.64 0.029
H 0.66 1.29 -4.37 0.030
H -0.68 1.91 -4.23 0.042
O -0.03 1.43 -3.74 -0.037
```

* frontier orbital gap: 5.22 eV
* relative energy (zero: lowest compared OMol25 entry of this formula, charge and spin): 489.7 kJ/mol
* total charge: +1

=====

No. 6
Below is 2 unconnected molecules or ions with the total composition C5H17N2O in a non-equilibrium geometry, with properties calculated with ωB97M-V/def2-TZVPD.

The geometry in XYZ format:
```
25
Properties=species:S:1:pos:R:3:lowdin_charge:R:1
C 0.28 1.81 -0.31 -0.051
C 0.92 0.57 0.23 -0.291
C 0.15 -0.75 0.33 -0.156
C -0.89 -0.97 -0.80 -0.172
C -0.39 -2.00 -1.81 -0.280
N 0.88 -1.62 -2.37 0.015
N 1.32 0.95 1.73 0.217
H -0.81 1.82 -0.22 0.090
H 0.62 2.78 0.04 0.091
H 0.38 1.83 -1.40 0.104
H 1.91 0.38 -0.18 0.144
H 0.90 -1.54 0.36 0.118
H -0.37 -0.81 1.29 0.108
H -1.84 -1.27 -0.36 0.114
H -1.04 -0.04 -1.33 0.091
H -1.16 -2.02 -2.57 0.112
H -0.35 -2.99 -1.37 0.114
H 0.95 -1.33 -3.33 0.078
H 1.61 -2.28 -2.18 0.071
H 0.49 0.84 2.31 0.134
H 2.01 0.31 2.10 0.164
H 1.62 1.91 1.67 0.146
H -2.65 2.03 2.18 0.053
H -2.55 0.88 3.25 0.057
O -2.03 1.51 2.73 -0.070
```

* frontier orbital gap: 9.30 eV
* relative energy (zero: lowest compared OMol25 entry of this formula, charge and spin): 77.3 kJ/mol
* total charge: +1

=====

No. 7
Below is 2 unconnected molecules or ions with the total composition C5H17N2O in a non-equilibrium geometry, with properties calculated with ωB97M-V/def2-TZVPD.

The geometry in XYZ format:
```
25
Properties=species:S:1:pos:R:3:lowdin_charge:R:1
N -0.74 1.47 1.76 0.221
C 0.00 0.71 0.66 -0.253
C 0.64 -0.52 1.31 -0.391
C -0.38 -1.54 1.77 -0.070
C 1.75 -1.13 0.45 -0.029
C -1.11 0.38 -0.38 -0.236
N -1.29 1.51 -1.28 0.032
H -1.44 0.90 2.22 0.151
H -1.15 2.29 1.31 0.163
H -0.06 1.86 2.41 0.173
H 0.62 1.45 0.18 0.154
H 1.10 -0.11 2.22 0.136
H 0.08 -2.39 2.28 0.093
H -0.83 -2.13 0.96 0.098
H -1.11 -1.17 2.49 0.079
H 1.62 -0.83 -0.58 0.079
H 1.74 -2.22 0.50 0.090
H 2.72 -0.74 0.77 0.089
H -2.00 0.06 0.17 0.126
H -0.87 -0.57 -0.88 0.126
H -0.82 1.36 -2.15 0.082
H -2.24 1.83 -1.37 0.085
H 2.02 0.04 -4.99 0.036
H 0.63 -0.53 -5.21 0.036
O 1.14 0.03 -4.61 -0.069
```

* frontier orbital gap: 10.16 eV
* relative energy (zero: lowest compared OMol25 entry of this formula, charge and spin): 84.7 kJ/mol
* total charge: +1

=====

No. 8
Below is 2 unconnected molecules or ions with the total composition C5H17N2O in a non-equilibrium geometry, with properties calculated with ωB97M-V/def2-TZVPD.

The geometry in XYZ format:
```
25
Properties=species:S:1:pos:R:3:lowdin_charge:R:1
N 0.50 -0.44 -1.27 0.210
C -0.58 -1.05 -0.38 -0.270
C -0.16 -0.98 1.08 -0.163
C -0.38 0.31 1.83 -0.233
C 0.76 1.30 1.52 -0.102
C -1.86 -0.32 -0.72 -0.217
N -1.98 -0.24 -2.19 0.006
H 1.01 -1.16 -1.78 0.166
H -0.01 0.08 -2.00 0.138
H 1.25 0.04 -0.74 0.093
H -0.64 -2.11 -0.65 0.153
H 0.85 -1.40 1.14 0.132
H -0.77 -1.71 1.62 0.126
H -0.35 0.17 2.91 0.117
H -1.33 0.84 1.72 0.107
H 0.73 2.24 2.07 0.087
H 0.68 1.62 0.47 0.065
H 1.67 0.78 1.80 0.065
H -2.68 -0.79 -0.17 0.138
H -1.86 0.73 -0.42 0.124
H -2.24 -1.13 -2.59 0.094
H -2.71 0.40 -2.47 0.092
H 3.82 1.03 -0.87 0.076
H 3.27 1.02 0.50 0.057
O 3.00 0.78 -0.40 -0.061
```

* frontier orbital gap: 11.42 eV
* relative energy (zero: lowest compared OMol25 entry of this formula, charge and spin): 34.9 kJ/mol
* total charge: +1

=====

No. 9
Below is 2 unconnected molecules or ions with the total composition C5H17N2O in a non-equilibrium geometry, with properties calculated with ωB97M-V/def2-TZVPD.

The geometry in XYZ format:
```
25
Properties=species:S:1:pos:R:3:lowdin_charge:R:1
N 0.60 -1.38 -0.49 0.210
C 1.55 -0.23 -0.79 -0.316
C 1.94 -0.23 -2.27 -0.023
C 0.81 1.01 -0.34 -0.201
N 0.46 0.90 1.07 -0.071
C -0.96 0.98 1.34 -0.261
C -1.37 0.38 2.70 -0.070
H 0.82 -2.25 -0.96 0.170
H 0.57 -1.53 0.52 0.161
H -0.37 -1.15 -0.77 0.100
H 2.40 -0.43 -0.13 0.155
H 2.14 0.80 -2.54 0.089
H 1.10 -0.55 -2.90 0.092
H 2.82 -0.84 -2.47 0.090
H 1.48 1.85 -0.51 0.132
H -0.02 1.17 -1.02 0.136
H 1.13 1.42 1.62 0.130
H -1.30 2.02 1.37 0.116
H -1.44 0.50 0.50 0.063
H -1.84 1.13 3.32 0.071
H -0.51 0.03 3.27 0.071
H -2.05 -0.46 2.62 0.063
H -2.96 -0.77 -0.36 0.069
H -2.74 -1.34 -1.78 0.072
O -2.27 -1.00 -1.01 -0.048
```

* frontier orbital gap: 9.72 eV
* relative energy (zero: lowest compared OMol25 entry of this formula, charge and spin): 53.7 kJ/mol
* total charge: +1

=====

No. 10
Below is 2 unconnected molecules or ions with the total composition C5H17N3 in a non-equilibrium geometry, with properties calculated with ωB97M-V/def2-TZVPD.

The geometry in XYZ format:
```
25
Properties=species:S:1:pos:R:3:lowdin_charge:R:1
C 0.01 0.06 2.14 -0.104
N 0.31 -0.42 0.80 -0.116
C -0.80 -0.43 -0.22 -0.621
C -0.12 -0.62 -1.58 -0.067
C -1.79 -1.56 0.07 -0.051
C -1.52 0.92 -0.19 -0.054
H 0.87 -0.12 2.78 0.083
H -0.86 -0.42 2.60 0.076
H -0.17 1.14 2.11 0.075
H 0.63 -1.39 0.87 0.122
H -0.80 -0.33 -2.39 0.072
H 0.14 -1.68 -1.73 0.073
H 0.94 -0.02 -1.52 0.086
H -2.56 -1.59 -0.70 0.084
H -1.28 -2.53 0.07 0.079
H -2.29 -1.43 1.04 0.072
H -2.25 0.95 -1.00 0.084
H -0.81 1.73 -0.33 0.082
H -2.06 1.07 0.74 0.075
N 2.44 0.39 -0.68 -0.182
N 2.60 1.80 -0.90 -0.091
H 3.37 0.01 -0.48 0.051
H 1.69 0.07 0.14 0.078
H 2.40 2.33 -0.05 0.049
H 1.92 2.08 -1.61 0.045
```

* frontier orbital gap: 9.13 eV
* structure (SMILES): CNC(C)(C)C.NN
* relative energy (zero: lowest compared OMol25 entry of this formula, charge and spin): 160.2 kJ/mol